# CH2ClFOS

A 2-piece molecular cluster, CH2ClFOS overall (the ωB97M-V functional and the def2-TZVPD basis, the Open Molecules 2025 dataset).

Last column: Löwdin charge in e.
Element x y z (Å)
C: 1.338 -0.253 -0.039  -0.073
O: -1.776 1.561 0.766  -0.594
F: 0.981 -1.208 0.829  -0.064
S: -1.445 0.842 -0.444  0.484
Cl: -2.543 -0.888 -0.544  0.131
H: 1.808 0.595 0.432  0.059
H: 1.637 -0.649 -0.999  0.058

Properties
Strongest force on any atom   0.019 Eh/bohr
ΔE to the lowest compared entry with this formula, charge and spin   153.7 kJ/mol
E_HOMO (alpha / beta)   -9.105 / -9.002 eV
Total energy   -29189.0226 eV

# C22H25N3O3S

C22H25N3O3S as an isolated structure at a distorted geometry (the ωB97M-V functional and the def2-TZVPD basis, the Open Molecules 2025 dataset).

Last column: Löwdin charge in e.
Element x y z (Å)
O: 4.177 0.988 -3.080  0.072
C: 3.212 0.939 -2.343  -0.424
N: 2.404 2.042 -2.232  0.052
N: 1.399 2.167 -1.361  0.040
C: 0.756 3.264 -1.289  -0.095
C: -0.336 3.432 -0.360  -0.220
C: -0.720 2.402 0.506  -0.015
C: -1.760 2.583 1.384  0.010
C: -2.458 3.796 1.434  -0.246
C: -2.083 4.825 0.576  -0.023
C: -1.034 4.636 -0.306  -0.026
H: -0.756 5.446 -0.965  0.114
H: -2.582 5.780 0.570  0.068
O: -3.465 3.819 2.359  -0.010
C: -4.272 4.938 2.592  -0.413
C: -5.074 5.498 1.403  -0.384
H: -6.153 5.433 1.516  0.073
H: -4.780 5.101 0.434  0.077
S: -4.452 7.198 1.683  0.837
C: -3.572 6.252 2.981  -0.384
H: -3.808 6.610 3.981  0.074
H: -2.495 6.249 2.836  0.077
H: -4.940 4.595 3.390  0.152
H: -2.066 1.798 2.057  0.120
H: -0.179 1.470 0.473  0.106
H: 1.007 4.121 -1.928  0.127
H: 2.678 2.844 -2.809  0.162
C: 2.859 -0.254 -1.537  -0.142
C: 1.546 -0.655 -1.303  -0.026
C: 1.296 -1.802 -0.576  -0.024
C: 2.340 -2.571 -0.072  -0.222
C: 3.648 -2.176 -0.321  -0.026
C: 3.906 -1.033 -1.053  -0.007
H: 4.920 -0.728 -1.261  0.119
H: 4.469 -2.770 0.055  0.112
C: 2.032 -3.816 0.713  -0.160
N: 1.109 -4.667 -0.020  -0.174
C: 0.597 -5.758 0.790  -0.173
C: -0.430 -6.540 -0.029  -0.200
H: -0.797 -7.402 0.531  0.125
O: 0.134 -7.049 -1.214  -0.133
C: 0.660 -6.003 -1.996  -0.194
C: 1.712 -5.206 -1.227  -0.161
H: 2.071 -4.379 -1.843  0.126
H: 2.565 -5.867 -0.988  0.133
H: 1.098 -6.471 -2.879  0.126
H: -0.149 -5.324 -2.304  0.127
H: -1.272 -5.875 -0.274  0.126
H: 0.117 -5.347 1.680  0.124
H: 1.405 -6.444 1.106  0.130
H: 1.543 -3.534 1.652  0.130
H: 2.969 -4.346 0.964  0.126
H: 0.282 -2.127 -0.401  0.116
H: 0.725 -0.078 -1.698  0.103

Properties
Strongest force on any atom   0.024 Eh/bohr
ΔE to the lowest compared entry with this formula, charge and spin   375.2 kJ/mol
E_HOMO   -8.158 eV
Total energy   -44666.1063 eV

# C15H15N3PPt

C15H15N3PPt as an isolated structure at a distorted geometry (the ωB97M-V functional and the def2-TZVPD basis, the Open Molecules 2025 dataset).

Last column: Mulliken spin population.
Element x y z (Å)
C: 0.460 0.014 -2.229  0.044
C: -0.824 -0.702 -2.174  0.211
C: -0.629 -1.863 -1.426  0.214
C: 0.779 -1.889 -1.002  0.092
C: 1.468 -0.797 -1.618  0.223
Pt: 0.000 0.000 0.000  0.924
P: -0.524 2.171 0.401  0.098
H: 0.640 0.933 -2.791  0.004
H: -1.760 -0.356 -2.614  0.007
H: -1.382 -2.607 -1.163  0.008
H: 2.535 -0.583 -1.564  0.014
H: 1.250 -2.704 -0.447  0.003
H: -1.491 2.427 1.402  0.014
H: -1.048 2.938 -0.669  0.011
H: 0.527 3.018 0.832  0.019
N: -0.033 1.416 10.761  0.015
C: -0.050 1.053 9.660  -0.006
C: -0.081 0.607 8.294  0.035
C: -1.194 0.890 7.490  -0.011
C: -1.167 0.590 6.121  0.062
C: -0.052 -0.049 5.557  -0.062
C: 1.046 -0.363 6.384  0.050
C: 1.033 -0.031 7.743  -0.019
N: -0.053 -0.444 4.169  0.173
C: 0.227 -1.688 3.726  0.480
C: 0.166 -1.712 2.360  0.249
N: -0.108 -0.497 1.951  0.274
C: -0.279 0.287 3.056  0.794
H: -2.069 1.370 7.916  0.000
H: -2.022 0.832 5.505  -0.003
H: 1.932 -0.825 5.966  0.002
H: 1.900 -0.244 8.361  -0.002
H: 0.468 -2.528 4.342  0.032
H: 0.367 -2.502 1.666  0.024
H: -0.431 1.368 3.071  0.027

Properties
Strongest force on any atom   0.095 Eh/bohr
ΔE to the lowest compared entry with this formula, charge and spin   42.7 kJ/mol
2S+1   5
E_HOMO (alpha / beta)   -8.647 / -12.301 eV
Total charge   +1
Total energy   -32790.7053 eV

# C7H7NO2S

A single C7H7NO2S molecule at a distorted geometry (the ωB97M-V functional and the def2-TZVPD basis, the Open Molecules 2025 dataset).

Last column: Löwdin charge in e.
Element x y z (Å)
C: 2.501 -0.101 -0.115  -0.048
C: 1.807 1.139 -0.032  0.038
C: 1.619 -1.114 -0.296  0.012
C: -0.632 1.782 -0.040  -0.109
C: 0.459 0.913 -0.192  -0.177
C: 0.249 -0.560 -0.411  -0.294
C: -0.814 -1.049 0.594  -0.153
N: -3.648 -0.252 1.068  -0.288
O: -1.837 1.442 -0.150  -0.083
O: -2.683 -0.778 -1.247  -0.378
S: -2.531 -0.366 0.128  0.604
H: 3.568 -0.194 -0.035  0.108
H: 2.272 2.091 0.147  0.123
H: 1.845 -2.160 -0.383  0.121
H: -0.432 2.827 0.218  0.149
H: -0.603 -0.740 1.613  0.107
H: -0.965 -2.123 0.539  0.098
H: -0.174 -0.758 -1.406  0.169

Properties
Strongest force on any atom   0.074 Eh/bohr
ΔE to the lowest compared entry with this formula, charge and spin   292.1 kJ/mol
E_HOMO   -8.725 eV
Total energy   -23788.1571 eV

# C3H5NO2

A single C3H5NO2 molecule at a distorted geometry (the ωB97M-V functional and the def2-TZVPD basis, the Open Molecules 2025 dataset).

Last column: Löwdin charge in e.
Element x y z (Å)
C: -0.831 0.485 0.474  -0.082
C: -0.847 -0.639 -0.588  -0.356
O: -1.486 -1.648 -0.719  0.051
O: 0.981 -1.288 0.234  0.029
C: 1.439 -0.167 0.377  -0.330
N: 0.629 0.923 0.427  0.031
H: -1.085 0.304 1.519  0.119
H: -0.320 -0.124 -1.417  0.127
H: -1.628 1.124 0.042  0.131
H: 2.526 -0.047 0.444  0.140
H: 1.112 1.809 0.584  0.139

Properties
Strongest force on any atom   0.024 Eh/bohr
ΔE to the lowest compared entry with this formula, charge and spin   182.3 kJ/mol
E_HOMO   -9.420 eV
Total energy   -8775.8058 eV

# C25H46ErO2P2

C25H46ErO2P2 as an isolated structure at a distorted geometry (the ωB97M-V functional and the def2-TZVPD basis, the Open Molecules 2025 dataset).

Last column: Mulliken spin population.
Element x y z (Å)
Er: -0.076 0.011 -0.142  3.046
C: -1.968 1.590 0.196  0.006
C: -2.360 0.684 -0.844  -0.007
C: -2.175 -0.517 1.133  -0.007
C: -1.886 0.852 1.424  -0.017
C: -2.495 -0.618 -0.258  0.001
C: -1.868 3.066 0.078  -0.003
H: -1.486 3.368 -0.903  0.000
H: -1.206 3.477 0.844  0.000
H: -2.855 3.536 0.208  0.000
C: -1.761 1.419 2.788  0.000
H: -1.462 2.469 2.772  0.000
H: -1.049 0.853 3.398  0.000
H: -2.730 1.370 3.301  0.000
C: -2.280 -1.615 2.123  -0.001
H: -3.297 -1.671 2.538  0.000
H: -1.581 -1.489 2.955  0.000
H: -2.074 -2.584 1.652  0.000
C: -3.040 -1.826 -0.933  -0.001
H: -4.140 -1.832 -0.914  0.000
H: -2.701 -2.737 -0.434  0.000
H: -2.727 -1.865 -1.978  -0.001
C: -2.762 1.072 -2.221  -0.001
H: -3.760 1.538 -2.265  0.000
H: -2.771 0.205 -2.885  -0.001
H: -2.045 1.785 -2.637  0.000
C: 1.545 0.435 -3.049  0.000
C: 0.506 1.283 -3.213  0.002
C: -0.123 1.528 -4.561  0.002
C: -1.007 0.412 -5.208  -0.001
C: -1.098 -0.901 -4.476  0.000
C: -0.051 -1.715 -4.320  -0.001
C: 1.301 -1.415 -4.912  0.001
C: 2.150 -0.317 -4.206  0.000
H: 0.661 1.806 -5.284  0.000
H: -0.677 0.268 -6.253  0.000
H: -0.759 2.425 -4.465  0.000
H: 2.479 0.403 -4.974  0.000
H: 2.164 0.408 -2.136  0.000
H: 0.216 2.019 -2.446  -0.002
H: 3.076 -0.797 -3.846  0.000
H: 1.882 -2.352 -4.885  0.000
H: -0.135 -2.676 -3.806  0.000
H: 1.206 -1.154 -5.980  0.000
H: -2.033 0.807 -5.288  0.000
H: -2.103 -1.187 -4.151  0.000
P: 1.866 2.204 0.457  -0.002
C: 1.652 2.972 2.104  -0.001
H: 2.535 3.588 2.314  0.000
H: 1.563 2.197 2.877  0.000
H: 0.759 3.607 2.128  0.000
C: 3.540 1.515 0.753  0.000
H: 4.180 2.295 1.191  0.000
H: 3.968 1.183 -0.199  0.000
H: 3.482 0.661 1.443  0.000
C: 2.233 3.657 -0.579  0.000
H: 2.650 3.317 -1.535  0.000
H: 2.948 4.314 -0.065  0.000
H: 1.296 4.196 -0.762  0.000
P: 0.980 -2.720 -0.253  0.000
C: -0.028 -4.028 -1.028  -0.001
H: 0.636 -4.840 -1.367  0.000
H: -0.556 -3.587 -1.894  0.000
H: -0.771 -4.421 -0.313  0.000
C: 2.522 -2.951 -1.214  0.000
H: 2.299 -2.957 -2.295  0.000
H: 2.965 -3.918 -0.911  0.000
H: 3.217 -2.132 -0.985  0.000
C: 1.466 -3.526 1.330  0.000
H: 1.632 -4.603 1.153  0.000
H: 0.680 -3.376 2.084  0.000
H: 2.399 -3.071 1.700  0.000
O: 0.480 -1.192 3.779  0.002
C: 1.116 -0.507 2.984  0.000
O: 0.792 -0.302 1.717  -0.011
H: 2.050 0.022 3.257  0.000

Properties
Strongest force on any atom   0.037 Eh/bohr
2S+1   4
E_HOMO (alpha / beta)   -10.795 / -10.797 eV
Total charge   +1
Total energy   -76961.7478 eV

# Ag2F2H12O6

Ag2F2H12O6 as an isolated structure at a distorted geometry (the ωB97M-V functional and the def2-TZVPD basis, the Open Molecules 2025 dataset).

Last column: Mulliken spin population.
Element x y z (Å)
Ag: 1.788 -1.900 0.976  0.593
Ag: -1.702 -1.536 1.034  0.622
F: -0.091 -2.669 1.953  0.266
F: 0.171 -0.512 0.178  0.322
O: -2.851 -0.082 -0.204  0.097
H: -2.444 0.499 -0.939  0.001
H: -3.814 0.039 -0.291  0.000
O: 2.822 -0.857 -0.743  0.066
H: 2.622 -0.043 -1.241  0.001
H: 3.586 -1.262 -1.191  0.000
O: 0.417 1.315 3.210  0.000
H: 0.108 1.479 4.113  0.000
H: -0.231 0.721 2.823  -0.001
O: -0.602 -1.762 -2.537  0.017
H: -0.211 -0.989 -2.128  -0.002
H: -0.976 -2.273 -1.813  -0.001
O: 1.524 1.980 0.302  0.014
H: 1.975 2.021 1.158  0.000
H: 0.968 1.197 0.349  -0.005
O: -1.252 1.286 -1.861  0.013
H: -1.328 2.256 -1.827  0.000
H: -0.477 1.089 -1.320  -0.004

Properties
Strongest force on any atom   0.044 Eh/bohr
2S+1   3
E_HOMO (alpha / beta)   -17.923 / -17.879 eV
Total charge   +2
Total energy   -25889.9041 eV

# C2H3O4S2

A 2-piece molecular cluster, C2H3O4S2 overall at a distorted geometry (the ωB97M-V functional and the def2-TZVPD basis, the Open Molecules 2025 dataset).

Last column: Löwdin charge in e.
Element x y z (Å)
C: -2.245 1.193 0.117  -1.159
C: 1.684 -2.105 0.628  -0.165
O: -2.846 0.286 0.645  -0.114
O: 0.440 1.240 0.984  -0.560
O: 0.464 0.843 -1.641  -0.359
O: 2.484 -2.225 -0.281  -0.029
S: -2.581 2.652 -0.548  0.465
S: -0.272 0.589 -0.120  0.788
H: 1.832 -1.459 1.507  0.075
H: 0.783 -2.676 0.764  0.062
H: 0.257 1.661 -2.055  -0.003

Properties
Strongest force on any atom   0.047 Eh/bohr
ΔE to the lowest compared entry with this formula, charge and spin   234.0 kJ/mol
E_HOMO   -3.683 eV
Total charge   -1
Total energy   -31982.9443 eV

Question: What is the formula in the eighth record?
Answer: C2H3O4S2